[1]
13 unconnected molecules or ions with the total composition C29H79N5O34S8 at a distorted geometry, computed with ωB97M-V/def2-TZVPD.

The geometry in XYZ format:
```
155
Properties=species:S:1:pos:R:3:mulliken_charge:R:1
C -4.762 -1.089 3.393 -0.265
N -3.400 -0.591 3.694 0.887
O -2.549 -0.685 2.826 -0.286
O -3.219 -0.120 4.792 -0.548
H -5.461 -0.340 3.739 0.345
H -4.876 -2.109 3.747 0.324
H -4.859 -1.165 2.316 -0.338
C -2.167 5.134 0.887 -0.344
N -2.694 4.710 -0.441 1.007
O -3.684 5.282 -0.857 -0.590
O -2.129 3.823 -1.027 -0.525
H -2.041 6.211 0.868 0.331
H -1.218 4.623 0.985 -0.202
H -2.888 4.834 1.642 0.307
C -4.567 -1.577 -4.494 -0.887
N -3.271 -1.111 -3.950 1.148
O -2.291 -1.769 -4.229 -0.634
O -3.281 -0.161 -3.200 -0.515
H -5.360 -1.347 -3.789 0.164
H -4.570 -2.664 -4.524 0.357
H -4.732 -1.165 -5.482 0.391
C 3.844 -4.207 3.570 -0.389
N 4.367 -5.529 3.119 1.011
O 4.341 -6.463 3.894 -0.591
O 4.811 -5.563 1.985 -0.574
H 4.643 -3.481 3.445 0.318
H 3.512 -4.287 4.598 0.300
H 3.009 -3.952 2.921 -0.109
C 4.371 0.375 4.149 -0.003
N 5.585 -0.438 3.852 0.922
O 6.517 -0.375 4.624 -0.575
O 5.492 -1.253 2.947 -0.550
H 3.943 0.784 3.243 -0.184
H 4.677 1.147 4.845 0.397
H 3.686 -0.332 4.607 -0.009
O 1.200 1.126 -3.493 -0.604
S 2.292 0.350 -3.994 1.382
O 3.624 0.604 -3.576 -0.640
O 2.071 -1.179 -3.711 -0.396
C 0.734 -1.781 -3.851 -0.055
C 0.914 -3.259 -3.538 -0.765
C 2.127 0.365 -5.761 -1.219
H 0.459 -1.654 -4.896 0.546
H 0.051 -1.307 -3.156 0.075
H 1.020 -3.846 -4.448 0.376
H 0.051 -3.646 -2.996 0.147
H 1.786 -3.426 -2.907 0.001
H 2.509 -0.555 -6.190 0.337
H 2.729 1.190 -6.144 0.449
H 1.082 0.571 -5.969 0.383
O -4.709 0.964 1.193 -0.351
S -5.981 1.028 0.531 1.177
O -6.956 0.069 0.858 -0.709
O -6.605 2.429 0.843 -0.439
C -5.861 3.607 0.445 0.038
C -6.657 4.798 0.918 -1.435
C -5.695 1.117 -1.214 -0.409
H -5.814 3.602 -0.645 0.341
H -4.841 3.596 0.825 0.193
H -6.351 5.692 0.378 0.368
H -6.584 4.936 1.997 0.338
H -7.719 4.625 0.743 0.388
H -6.546 1.619 -1.667 0.522
H -5.517 0.111 -1.572 -0.293
H -4.821 1.758 -1.316 0.248
O -0.875 -4.799 -0.976 -0.519
S -0.100 -5.075 0.191 1.179
O -0.054 -6.367 0.778 -0.733
O 1.368 -4.575 -0.146 -0.074
C 2.477 -5.500 -0.134 -0.162
C 2.853 -5.902 -1.548 -1.333
C -0.518 -3.928 1.439 -0.575
H 2.375 -6.331 0.559 0.562
H 3.315 -4.926 0.261 0.066
H 3.312 -5.061 -2.068 0.295
H 1.978 -6.207 -2.126 0.299
H 3.547 -6.742 -1.526 0.396
H -1.498 -4.190 1.836 0.655
H -0.438 -2.943 0.990 -0.246
H 0.135 -4.018 2.304 0.224
O -0.681 1.916 5.870 -0.700
S 0.311 1.095 5.269 1.330
O 1.664 1.110 5.732 -0.612
O -0.246 -0.379 5.363 -0.314
C 0.666 -1.431 5.004 1.091
C 1.299 -2.064 6.234 -1.402
C 0.240 1.358 3.510 0.424
H 1.429 -1.087 4.305 -0.623
H 0.075 -2.171 4.462 0.158
H 0.527 -2.405 6.924 0.407
H 1.961 -1.376 6.755 0.323
H 1.845 -2.953 5.906 0.240
H 0.690 0.504 3.017 -0.819
H 0.906 2.214 3.373 0.243
H -0.787 1.592 3.261 0.210
O 2.625 0.241 1.475 0.038
S 1.961 -0.974 1.087 -0.446
O 1.940 -2.082 1.978 -0.007
O 0.470 -0.610 0.751 0.762
C 0.193 0.599 -0.023 1.130
C -1.291 0.617 -0.225 -0.903
C 2.601 -1.462 -0.473 0.067
H 0.724 0.538 -0.976 -0.008
H 0.568 1.450 0.544 -0.667
H -1.792 0.529 0.739 0.165
H -1.601 -0.207 -0.871 -0.043
H -1.612 1.510 -0.760 0.210
H 2.047 -2.332 -0.815 -0.615
H 3.635 -1.720 -0.231 0.763
H 2.630 -0.641 -1.176 -0.327
O -6.947 -3.985 -0.215 -0.599
S -6.940 -3.516 -1.564 1.275
O -8.063 -2.835 -2.109 -0.658
O -5.682 -2.552 -1.746 -0.294
C -4.654 -2.525 -0.738 0.142
C -3.823 -3.785 -0.601 -0.923
C -6.500 -4.842 -2.629 -0.888
H -4.962 -2.140 0.234 0.177
H -3.985 -1.741 -1.114 -0.044
H -3.213 -4.007 -1.471 0.476
H -4.429 -4.655 -0.332 0.418
H -3.183 -3.704 0.278 -0.221
H -5.481 -5.092 -2.340 0.285
H -6.585 -4.509 -3.656 0.278
H -7.149 -5.673 -2.370 0.402
O -0.304 6.242 -2.224 -0.655
S 1.056 5.979 -1.899 1.234
O 2.041 6.993 -2.009 -0.654
O 1.025 5.446 -0.411 -0.225
C 2.294 5.171 0.253 -0.124
C 2.129 3.964 1.123 -0.150
C 1.600 4.562 -2.816 -0.354
H 2.542 6.068 0.820 0.341
H 3.077 5.056 -0.498 -0.039
H 2.362 3.047 0.584 -0.098
H 1.122 3.905 1.542 -0.097
H 2.770 4.050 2.003 0.450
H 1.010 3.728 -2.441 0.044
H 2.641 4.373 -2.553 -0.184
H 1.501 4.801 -3.868 0.544
O 7.068 4.645 -3.990 -0.657
S 6.648 5.290 -2.787 1.246
O 6.246 6.644 -2.824 -0.637
O 5.434 4.478 -2.170 -0.129
C 5.452 3.058 -2.362 -0.772
C 4.754 2.375 -1.219 -0.247
C 7.908 5.080 -1.533 -0.957
H 6.448 2.627 -2.492 0.629
H 4.951 2.780 -3.292 0.120
H 4.653 1.317 -1.446 0.239
H 3.774 2.804 -1.009 -0.370
H 5.313 2.462 -0.281 0.466
H 8.521 4.264 -1.909 0.321
H 7.413 4.891 -0.589 0.291
H 8.501 5.989 -1.554 0.397
```

Calculated values
Orbital gap   10.51 eV
Relative energy (zero: lowest compared OMol25 entry of this formula, charge and spin)   0.0 kcal per mole
2S+1   1

[2]
A molecular structure, C29H80Br6N12O7P4 at a distorted geometry, computed with ωB97M-V/def2-TZVPD.

The geometry in XYZ format:
```
138
Properties=species:S:1:pos:R:3:lowdin_spin:R:1
C -1.890 -0.047 -4.816 0.007
Br -3.852 0.247 -5.169 0.006
Br -0.888 1.189 -6.003 0.004
Br -1.178 -1.907 -4.925 0.008
H -1.694 0.255 -3.787 0.005
C -0.467 0.095 -1.047 0.268
Br -1.508 1.734 -0.939 0.179
Br 0.815 0.208 -2.607 0.200
Br -1.631 -1.547 -1.302 0.227
H 0.132 -0.092 -0.156 0.012
O -0.689 6.288 3.804 0.000
P -1.012 5.457 2.677 0.000
N -0.099 4.045 2.438 0.000
C 0.888 3.751 1.367 0.001
C 0.033 3.169 3.536 0.000
N -0.809 6.296 1.219 0.000
C -0.311 7.689 1.181 0.000
C -1.337 5.847 -0.045 0.004
N -2.608 4.962 2.401 0.000
C -3.655 5.997 2.421 0.000
C -2.976 3.556 2.088 0.003
H 1.507 4.612 1.116 0.000
H 0.368 3.434 0.463 0.001
H 1.490 2.886 1.645 0.000
H 0.417 3.575 4.471 0.000
H 0.707 2.323 3.397 0.000
H -0.852 2.535 3.583 0.000
H 0.774 7.782 1.229 0.000
H -0.595 8.177 0.249 0.000
H -0.728 8.240 2.024 0.000
H -0.693 6.067 -0.896 0.000
H -1.486 4.768 -0.091 0.006
H -2.321 6.286 -0.209 0.000
H -3.218 6.817 2.990 0.000
H -3.842 6.221 1.370 0.000
H -4.644 5.846 2.854 0.000
H -2.147 2.908 1.807 0.002
H -3.727 3.504 1.299 0.002
H -3.388 3.184 3.026 0.000
O -3.492 -6.656 2.045 0.000
P -3.593 -7.128 0.617 0.000
N -2.514 -6.217 -0.468 0.001
C -2.823 -4.870 -0.699 0.010
C -0.965 -6.413 -0.581 0.000
N -5.184 -6.958 -0.019 0.000
C -6.214 -6.474 0.935 0.000
C -5.674 -7.227 -1.322 0.000
N -3.105 -8.751 0.405 0.000
C -3.031 -9.469 -0.898 0.000
C -2.434 -9.321 1.600 0.000
H -1.896 -4.366 -0.973 0.010
H -3.125 -4.427 0.251 0.002
H -3.733 -4.749 -1.286 0.002
H -0.744 -7.457 -0.360 0.000
H -0.351 -5.848 0.119 0.000
H -0.677 -6.120 -1.591 0.000
H -6.563 -7.387 1.418 0.000
H -5.828 -5.876 1.760 0.000
H -7.028 -5.979 0.406 0.000
H -5.863 -8.298 -1.380 0.000
H -6.534 -6.673 -1.698 0.000
H -4.851 -7.249 -2.037 0.000
H -2.654 -10.468 -0.675 0.000
H -3.933 -9.359 -1.500 0.000
H -2.206 -9.033 -1.461 0.000
H -1.441 -8.873 1.615 0.000
H -2.438 -10.411 1.594 0.000
H -2.960 -9.035 2.511 0.000
O 2.459 -3.028 3.344 0.000
P 1.053 -2.842 3.751 0.000
N 0.767 -2.904 5.417 0.000
C 1.687 -2.302 6.455 0.000
C -0.232 -3.777 6.101 0.000
N -0.053 -3.979 3.145 0.000
C -1.485 -3.638 2.870 0.000
C 0.162 -5.421 3.288 0.000
N 0.483 -1.247 3.251 0.001
C 1.392 -0.361 2.623 0.005
C -0.547 -0.562 3.918 0.001
H 1.164 -2.443 7.401 0.000
H 1.968 -1.249 6.473 0.000
H 2.599 -2.888 6.569 0.000
H 0.109 -4.809 6.183 0.000
H -1.076 -3.765 5.412 0.000
H -0.447 -3.217 7.012 0.000
H -2.149 -3.612 3.734 0.000
H -1.601 -2.669 2.384 0.000
H -1.932 -4.364 2.192 0.000
H 1.155 -5.752 2.984 0.000
H -0.047 -5.766 4.300 0.000
H -0.520 -5.862 2.561 0.000
H 2.039 -0.874 1.911 0.001
H 0.891 0.384 2.005 0.004
H 1.940 0.167 3.404 0.000
H -0.202 0.431 4.206 0.000
H -1.075 -0.886 4.815 0.000
H -1.312 -0.402 3.158 0.001
O 1.867 4.261 -3.171 0.000
P 2.684 4.559 -4.380 0.000
N 4.121 5.364 -3.993 0.000
C 4.611 6.482 -4.785 0.000
C 4.961 5.026 -2.822 0.000
N 1.843 5.445 -5.579 0.000
C 1.692 6.920 -5.478 0.000
C 0.814 4.795 -6.510 0.000
N 3.234 3.216 -5.358 0.001
C 4.179 3.326 -6.449 0.000
C 2.806 1.898 -4.915 0.008
H 4.510 6.265 -5.848 0.000
H 5.659 6.764 -4.678 0.000
H 4.015 7.325 -4.435 0.000
H 4.179 5.207 -2.084 0.000
H 5.783 5.696 -2.570 0.000
H 5.275 3.989 -2.705 0.000
H 1.850 7.435 -4.530 0.000
H 2.303 7.399 -6.243 0.000
H 0.674 7.245 -5.691 0.000
H 1.139 4.787 -7.550 0.000
H 0.619 3.782 -6.156 0.000
H -0.152 5.301 -6.514 0.000
H 3.813 2.592 -7.167 0.000
H 4.156 4.245 -7.036 0.000
H 5.161 3.188 -5.996 0.000
H 1.951 2.030 -4.252 0.006
H 3.506 1.485 -4.188 0.003
H 2.500 1.299 -5.772 0.001
C 5.101 -1.411 1.640 0.000
O 4.515 -0.868 0.507 0.000
C 4.285 0.466 0.442 0.000
O 4.592 1.246 1.358 0.000
O 3.846 0.774 -0.754 0.002
C 3.518 2.179 -1.022 0.002
H 6.141 -1.105 1.750 0.000
H 5.089 -2.499 1.702 0.000
H 4.591 -1.152 2.567 0.000
H 3.079 2.540 -0.092 0.000
H 2.778 2.271 -1.817 0.001
H 4.487 2.603 -1.287 0.000
```

Calculated values
Orbital gap (spin up / spin down)   3.63 / 8.02 eV
Total charge   -1
2S+1   2

[3]
A molecular structure, C29H80N7O9V at a distorted geometry, computed with ωB97M-V/def2-TZVPD.

The geometry in XYZ format:
```
126
Properties=species:S:1:pos:R:3:lowdin_spin:R:1
O 3.659 -2.446 0.995 -0.240
V 3.296 -0.882 1.147 1.187
C 0.216 -0.706 -0.590 0.003
O 1.535 -0.820 -0.155 0.026
H -0.370 -0.715 0.330 0.002
H -0.085 0.096 -1.265 0.000
H -0.070 -1.653 -1.049 0.000
C 3.862 3.352 0.367 0.000
C 3.502 1.861 0.205 0.000
C 4.513 1.230 -0.750 0.000
O 4.383 -0.204 -0.639 0.016
C 5.432 -0.846 -1.372 0.000
N 3.542 1.258 1.519 0.000
H 4.812 3.607 0.838 0.000
H 3.071 3.908 0.871 0.000
H 3.875 3.811 -0.621 0.000
H 2.539 1.823 -0.305 0.000
H 5.495 1.528 -0.382 0.000
H 4.462 1.635 -1.761 0.000
H 5.318 -1.923 -1.246 0.000
H 6.399 -0.543 -0.971 0.000
H 5.464 -0.665 -2.447 0.000
H 4.414 1.551 1.935 0.000
H 2.921 1.874 2.025 0.000
C -1.795 2.893 -0.841 0.000
C -3.203 2.907 -0.227 0.000
C -3.174 3.599 1.151 0.000
O -2.503 2.752 2.053 0.000
C -2.335 3.286 3.346 0.000
N -4.003 3.755 -1.081 0.000
H -1.395 3.906 -0.904 0.000
H -1.855 2.478 -1.847 0.000
H -1.110 2.261 -0.275 0.000
H -3.696 1.936 -0.172 0.000
H -4.114 3.975 1.554 0.000
H -2.606 4.494 0.894 0.000
H -1.998 4.322 3.326 0.000
H -1.650 2.754 4.006 0.000
H -3.258 3.199 3.919 0.000
H -4.272 3.251 -1.914 0.000
H -4.790 4.247 -0.682 0.000
C 1.744 3.259 -5.023 0.000
C 1.849 2.833 -3.518 0.000
C 1.397 4.079 -2.659 0.000
O 2.285 5.222 -2.976 0.000
C 1.972 6.448 -2.277 0.000
N 1.050 1.676 -3.287 0.000
H 2.488 4.018 -5.266 0.000
H 0.710 3.482 -5.284 0.000
H 2.119 2.449 -5.649 0.000
H 2.875 2.543 -3.295 0.000
H 1.483 3.836 -1.600 0.000
H 0.379 4.465 -2.702 0.000
H 0.981 6.860 -2.472 0.000
H 2.693 7.221 -2.542 0.000
H 2.006 6.337 -1.193 0.000
H 1.142 1.298 -2.355 0.000
H 1.470 0.982 -3.889 0.000
C -2.606 -0.672 2.777 0.000
C -4.028 -0.428 3.340 0.000
C -4.007 0.149 4.815 0.000
O -3.346 -0.568 5.809 0.000
C -3.640 -0.072 7.124 0.000
N -4.656 0.502 2.471 0.000
H -2.495 -1.033 1.754 0.000
H -2.191 -1.558 3.258 0.000
H -1.862 0.113 2.913 0.000
H -4.568 -1.367 3.219 0.000
H -5.038 0.356 5.101 0.000
H -3.485 1.105 4.779 0.000
H -4.703 -0.052 7.362 0.000
H -3.216 0.932 7.135 0.000
H -3.078 -0.570 7.915 0.000
H -5.509 0.843 2.890 0.000
H -4.005 1.241 2.246 0.000
C 2.391 -4.604 -0.993 -0.001
C 2.672 -4.004 -2.387 0.000
C 1.486 -4.230 -3.392 0.000
O 1.390 -5.627 -3.786 0.000
C 2.410 -6.216 -4.522 0.000
N 2.979 -2.593 -2.274 -0.001
H 1.947 -5.597 -1.056 0.000
H 1.604 -4.145 -0.395 0.000
H 3.260 -4.742 -0.350 0.000
H 3.561 -4.569 -2.666 0.000
H 1.633 -3.702 -4.334 0.000
H 0.564 -3.782 -3.020 0.000
H 3.218 -6.575 -3.884 0.000
H 2.727 -5.687 -5.421 0.000
H 1.903 -7.136 -4.814 0.000
H 2.269 -2.170 -1.695 0.000
H 2.749 -2.086 -3.117 0.000
C 0.884 -2.756 2.742 0.000
C 1.121 -1.348 3.269 0.004
C 0.482 -1.134 4.674 0.001
O 0.527 0.283 4.930 0.000
C -0.050 0.622 6.201 0.000
N 2.548 -0.997 3.250 0.001
H -0.165 -3.035 2.836 0.000
H 1.486 -3.409 3.374 0.000
H 1.190 -2.916 1.708 0.000
H 0.567 -0.673 2.617 0.000
H 0.889 -1.707 5.507 0.000
H -0.562 -1.441 4.620 0.000
H 0.177 1.605 6.614 0.000
H 0.267 0.045 7.070 0.000
H -1.118 0.429 6.100 0.000
H 3.006 -1.460 4.022 0.000
H 2.636 -0.020 3.487 0.001
C -2.252 -3.530 -4.914 0.000
C -3.286 -2.933 -4.109 0.000
C -2.889 -2.577 -2.675 0.000
O -4.035 -2.434 -1.824 0.000
C -3.766 -1.928 -0.525 0.000
N -3.729 -1.804 -4.782 0.000
H -1.444 -2.804 -4.998 0.000
H -2.616 -3.761 -5.915 0.000
H -1.818 -4.419 -4.456 0.000
H -4.085 -3.669 -4.029 0.000
H -2.335 -1.641 -2.744 0.000
H -2.191 -3.330 -2.310 0.000
H -4.697 -1.924 0.043 0.000
H -3.447 -0.885 -0.502 0.000
H -2.969 -2.507 -0.058 0.000
H -3.157 -0.972 -4.752 0.000
H -4.571 -1.585 -4.269 0.000
```

Calculated values
Orbital gap (spin up / spin down)   6.37 / 6.79 eV
Total charge   +1
2S+1   2

| no. | DFT total energy (eV) |
| --- | --- |
| 1 | -195084.910 |
| 2 | -520995.053 |
| 3 | -85904.716 |